(P)
Computed, not measured: a 12-piece molecular cluster, BF4H22O11 overall, with wB97M-V/def2-TZVPD.

orbital gap = 9.35 eV
E_LUMO = 0.0903 Eh
total charge = -1

XYZ file:
```
38
Properties=species:S:1:pos:R:3:nbo_charge:R:1
B -0.77 -0.54 0.15 1.30
F -0.11 0.62 -0.10 -0.55
F -0.33 -1.61 -0.55 -0.57
F -0.54 -0.84 1.45 -0.56
F -2.12 -0.39 -0.10 -0.56
O 2.44 2.34 -0.40 -0.95
H 1.87 2.36 -1.15 0.49
H 2.68 1.40 -0.33 0.46
O -0.51 -1.88 -3.07 -0.98
H -0.55 -2.21 -2.15 0.50
H 0.41 -1.59 -3.26 0.47
O 2.04 0.06 1.81 -0.94
H 2.26 -0.36 2.62 0.46
H 1.72 -0.69 1.37 0.47
O -2.09 2.28 -0.77 -0.96
H -1.68 1.54 -0.36 0.48
H -3.03 2.36 -0.52 0.47
O 0.55 2.63 1.79 -0.96
H -0.21 2.27 2.30 0.45
H 0.70 1.85 1.16 0.50
O -2.74 1.08 2.16 -0.96
H -2.16 0.72 2.80 0.48
H -2.66 0.49 1.44 0.47
O -2.15 0.35 -3.09 -0.98
H -2.41 0.67 -2.22 0.48
H -1.75 -0.48 -2.87 0.48
O -0.44 0.43 4.09 -0.96
H 0.06 0.26 3.33 0.49
H -0.06 -0.02 4.82 0.47
O 0.79 1.48 -2.68 -0.95
H 0.05 1.08 -2.40 0.48
H 0.88 1.35 -3.63 0.47
O 2.44 -3.20 -1.41 -0.94
H 2.49 -2.24 -1.36 0.48
H 1.62 -3.35 -1.86 0.47
O 1.35 -2.80 1.32 -0.98
H 0.55 -2.28 1.24 0.48
H 1.42 -3.15 0.43 0.48
```

---

(Q)
Computed, not measured: a 12-piece molecular cluster, BF4H22O11 overall, with wB97M-V/def2-TZVPD.

orbital gap = 9.22 eV
E_LUMO = 0.0826 Eh
total charge = -1

XYZ file:
```
38
Properties=species:S:1:pos:R:3:nbo_charge:R:1
B 0.29 0.20 -0.01 1.28
F 1.21 0.83 0.75 -0.56
F -0.86 0.96 -0.18 -0.59
F 0.83 0.08 -1.21 -0.56
F 0.00 -1.03 0.45 -0.55
O -2.64 -2.25 -0.08 -0.97
H -2.70 -1.41 0.39 0.50
H -3.55 -2.49 -0.25 0.47
O -0.03 4.14 -0.42 -0.98
H -0.26 3.40 0.14 0.46
H 0.81 3.90 -0.81 0.49
O 2.23 2.86 -1.19 -0.96
H 1.96 1.99 -0.91 0.50
H 2.77 3.19 -0.48 0.48
O 2.09 -2.49 -0.26 -0.95
H 1.35 -1.95 -0.51 0.48
H 2.73 -1.88 0.10 0.46
O -1.72 1.55 -2.90 -0.95
H -1.75 1.60 -1.94 0.48
H -0.99 0.97 -3.09 0.47
O -0.52 -3.68 1.76 -0.98
H 0.22 -3.10 1.96 0.49
H -1.10 -3.16 1.22 0.48
O 1.19 -1.80 2.99 -0.96
H 1.65 -1.60 3.81 0.46
H 0.76 -0.98 2.76 0.50
O -1.03 -1.79 -2.30 -0.98
H -1.61 -2.04 -1.58 0.49
H -0.62 -0.98 -2.01 0.46
O -3.31 0.27 0.96 -0.96
H -3.45 0.56 1.86 0.47
H -2.58 0.81 0.65 0.49
O 4.02 1.04 -2.81 -0.94
H 3.08 1.14 -2.65 0.48
H 4.29 1.87 -3.20 0.46
O -0.83 0.05 3.06 -0.93
H -0.97 0.74 3.70 0.47
H -0.99 0.47 2.21 0.48
```

---

(Q) has the most favorable energy; the next structure is 0.426 eV above.

---

(P)
Computed, not measured: a 2-piece molecular cluster, C4H8NOS overall, with wB97M-V/def2-TZVPD.

orbital gap = 7.79 eV
E_LUMO = -0.1827 Eh
total charge = +1

XYZ file:
```
15
Properties=species:S:1:pos:R:3:nbo_charge:R:1
C -0.26 1.46 -1.88 0.73
C 0.72 2.28 -2.15 -0.80
C 0.01 -0.69 0.83 0.27
C -0.98 -1.63 1.42 -0.73
N 1.05 -1.13 0.13 -0.68
O -0.96 0.61 -1.58 -0.48
S 0.16 0.86 1.51 0.27
H 1.33 2.24 -3.00 0.28
H 0.87 3.24 -1.64 0.28
H -0.77 -2.67 1.28 0.26
H -1.99 -1.45 1.10 0.29
H -1.17 -1.47 2.47 0.28
H 1.33 -2.12 0.01 0.45
H 1.71 -0.45 -0.27 0.44
H -1.06 0.93 1.78 0.14
```

---

(Q)
Computed, not measured: a 2-piece molecular cluster, C4H8NOS overall, with wB97M-V/def2-TZVPD.

orbital gap = 8.08 eV
E_LUMO = -0.1554 Eh
total charge = +1

XYZ file:
```
15
Properties=species:S:1:pos:R:3:nbo_charge:R:1
C 0.62 -1.48 -1.63 -0.44
C -0.16 -0.63 -0.89 0.17
C 1.42 0.90 0.95 -0.48
C -0.31 -0.33 0.57 -0.11
N -1.47 0.54 0.86 -0.73
O -0.86 0.15 -1.83 -0.64
S -0.02 -0.65 -3.08 0.65
H 1.42 -2.20 -1.56 0.28
H 1.65 0.52 1.95 0.23
H 1.97 0.52 0.09 0.23
H 1.21 1.89 0.88 0.19
H -0.34 -1.25 1.12 0.24
H -2.19 -0.11 1.28 0.46
H -1.89 0.69 -0.04 0.46
H -1.05 1.43 1.34 0.49
```

---

(R)
Computed, not measured: a 2-piece molecular cluster, C4H8NOS overall, with wB97M-V/def2-TZVPD.

orbital gap (spin up / spin down) = 8.86 / 8.86 eV
E_LUMO (spin up / spin down) = -0.1568 / -0.1568 Eh
total charge = +1

XYZ file:
```
15
Properties=species:S:1:pos:R:3:nbo_charge:R:1
C 0.02 -2.32 1.55 0.32
C 0.38 -0.06 0.18 -0.27
C 0.53 0.95 -0.95 -0.53
C -1.24 -0.98 -1.12 0.02
N -0.35 -1.24 -0.25 -0.44
O 1.17 -2.13 2.01 -0.58
S -0.79 0.43 -2.07 0.34
H -0.86 -1.89 1.94 0.22
H 1.41 -0.36 0.39 0.22
H -0.01 0.38 1.06 0.22
H 0.39 1.96 -0.67 0.26
H 1.35 0.88 -1.59 0.24
H -2.07 -1.66 -1.42 0.26
H 1.93 -2.56 1.75 0.53
H 0.10 -3.31 1.19 0.19
```

---

(P) has the most favorable energy; the next structure is 1.412 eV above.

---

(P)
Computed, not measured: an isolated molecule of C3H6N2O, with wB97M-V/def2-TZVPD.

orbital gap = 10.87 eV
E_LUMO = 0.0350 Eh
SMILES string = NC(=O)N1CC1

XYZ file:
```
12
Properties=species:S:1:pos:R:3:nbo_charge:R:1
N 1.85 0.36 -0.06 -0.84
C 0.95 -0.62 -0.36 0.78
O 1.21 -1.80 -0.26 -0.61
N -0.32 -0.17 -0.77 -0.45
C -1.42 -0.58 0.06 -0.23
C -1.06 0.85 -0.05 -0.26
H 1.76 1.23 -0.58 0.39
H 2.77 -0.03 0.02 0.40
H -2.26 -0.99 -0.48 0.21
H -1.18 -1.05 1.01 0.21
H -1.69 1.51 -0.64 0.21
H -0.60 1.31 0.83 0.20
```

---

(Q)
Computed, not measured: an isolated molecule of C3H6N2O, with wB97M-V/def2-TZVPD.

orbital gap = 8.70 eV
E_LUMO = 0.0340 Eh
SMILES string = CN1C=CON1

XYZ file:
```
12
Properties=species:S:1:pos:R:3:nbo_charge:R:1
C 0.83 -0.83 -0.04 -0.15
C 1.86 0.05 -0.13 0.05
C -1.56 -0.43 -0.08 -0.42
N 0.19 1.30 0.90 -0.15
N -0.28 -0.38 0.61 -0.29
O 1.45 1.35 0.20 -0.40
H 0.90 -1.84 -0.13 0.22
H 2.88 0.06 -0.78 0.23
H -1.46 -0.92 -1.02 0.20
H -2.37 -0.89 0.50 0.21
H -1.91 0.69 -0.29 0.18
H -0.54 1.83 0.27 0.31
```

---

(P) has the most favorable energy; the next structure is 4.984 eV above.